# 1
{
  "formula": "C7H12BF3NO3S",
  "method": "ωB97M-V/def2-TZVPD",
  "species": ["C", "C", "O", "N", "C", "S", "C", "C", "C", "F", "C", "F", "F", "B", "O", "O", "H", "H", "H", "H", "H", "H", "H", "H", "H", "H", "H", "H"],
  "positions_angstrom": [[-1.63080, 0.73987, 2.58579], [-2.08932, 0.89009, 1.11130], [-2.78329, 1.79615, 0.85579], [-1.68715, -0.07467, 0.10277], [-2.04616, 0.49564, -1.22899], [-0.01949, -0.45111, 0.24738], [0.66593, -1.11584, -1.31620], [1.45619, -0.06156, -2.17209], [1.80735, 1.23294, -1.46784], [0.89269, 2.14342, -1.05859], [3.08953, 1.53609, -1.27355], [4.02165, 0.68215, -0.96482], [3.48822, 2.77422, -1.42789], [0.17242, -1.90553, 1.47229], [-0.74702, -2.89384, 1.53998], [1.29171, -1.85446, 2.25888], [-0.54135, 0.96184, 2.60794], [-1.87292, -0.25293, 3.00715], [-2.11254, 1.51590, 3.20066], [-1.74098, -0.14889, -2.07256], [-1.55186, 1.48081, -1.33529], [-3.13823, 0.60099, -1.32185], [1.32327, -1.96097, -1.03903], [-0.15226, -1.54640, -1.91999], [2.39023, -0.55559, -2.49856], [0.91584, 0.16449, -3.11361], [-0.73853, -3.18069, 2.47441], [1.33686, -1.01212, 2.74652]],
  "forces_ev_per_angstrom": [[0.5739, -0.4050, -0.6373], [1.1284, -1.0555, 2.6785], [-1.4916, 1.4362, -1.3944], [-0.1771, 0.2952, -0.6046], [0.2466, 0.1380, -0.9349], [0.5761, 0.4662, 0.0438], [-0.3687, -0.3952, -1.0315], [-0.5816, 0.0493, 0.8984], [0.8581, -1.4827, 0.1527], [-0.3798, -0.0244, -1.2517], [-0.8848, 1.0319, -0.4090], [0.5787, -0.1066, -0.8052], [0.6258, 0.0160, 1.1533], [-0.0605, -1.2235, 0.5007], [0.3436, 1.1704, 0.4114], [-1.0977, 0.7355, -0.0730], [-0.4552, -0.3560, 0.2311], [0.3098, 0.3588, -0.2298], [0.0435, -0.3535, -0.5280], [-0.0189, 0.0769, 0.6770], [-0.4844, -0.4225, -0.1180], [0.5473, -0.0012, 0.3991], [-0.3099, 0.5021, 0.2091], [0.2316, 0.0323, 0.5471], [-0.3599, 0.4076, 0.2831], [0.0401, -0.0090, 0.6147], [-0.0547, -0.6284, -0.5185], [0.6211, -0.2528, -0.2642]],
  "homo_ev": -12.70,
  "orbital_gap_ha": 0.326,
  "fmax_ev_per_a": 3.09,
  "mol_weight_g_mol": 258.05,
  "energy_ev": -34743.08232,
  "multiplicity": 1,
  "total_charge": 1
}



# 2
{
  "formula": "C7H12ClGaIO3P",
  "method": "ωB97M-V/def2-TZVPD",
  "species": ["C", "C", "H", "H", "H", "O", "I", "Ga", "P", "C", "C", "H", "H", "H", "C", "H", "H", "H", "H", "H", "H", "C", "O", "Cl", "O", "C"],
  "positions_angstrom": [[-2.51832, 1.00459, -4.23193], [-2.23597, -0.02604, -3.21906], [-3.17566, 0.59056, -5.00329], [-1.58016, 1.31534, -4.70567], [-2.98792, 1.88189, -3.76287], [-2.15553, -1.23499, -3.38952], [0.65390, 3.91948, -1.51075], [-0.31349, 1.62590, -1.52193], [1.04012, -0.00978, -2.49778], [0.74702, -1.64162, -1.75288], [1.02622, -0.24364, -4.30090], [2.80923, 1.51370, -1.94511], [3.40244, 0.10112, -2.88798], [3.02662, -0.06827, -1.13788], [2.74928, 0.42723, -2.07324], [0.74529, 0.70107, -4.79196], [2.04136, -0.53229, -4.61888], [1.53656, -2.32710, -2.10462], [-0.23250, -2.01574, -2.08264], [0.30458, -1.02588, -4.57856], [0.77243, -1.56536, -0.65260], [-2.10189, 0.49161, -1.76200], [-2.86426, 0.36775, -0.85720], [-0.06277, 1.04538, 0.63968], [0.94416, -1.26522, 2.56983], [0.92186, -1.34009, 1.43385]],
  "forces_ev_per_angstrom": [[-0.3678, 0.9539, 0.1088], [-0.2289, -4.9984, -3.1552], [0.1129, -0.0784, 0.1570], [0.0030, -0.0138, 0.0299], [0.0977, -0.1157, -0.2303], [0.0154, 4.1607, 1.3739], [-0.6800, -0.5249, -0.4815], [2.3533, 1.8434, 2.3486], [1.2905, -2.1716, -0.6594], [-0.4966, 0.2606, -0.0811], [-0.6005, 0.4577, -0.1791], [0.3305, -0.2575, -0.0593], [-0.1139, 0.0407, 0.1114], [-0.0830, 0.1158, -0.1013], [-0.1769, 0.7065, 0.3874], [0.2905, -0.3266, -0.0638], [-0.4038, 0.0677, 0.1304], [-0.1797, 0.2935, 0.0632], [0.3223, -0.0611, 0.1242], [0.2814, 0.2157, 0.0560], [0.0484, -0.0741, -0.5067], [-5.0831, -1.1928, 5.2492], [3.5837, 0.6799, -3.9727], [-0.6080, 0.5609, -1.2948], [-0.0483, -0.1548, -2.1809], [0.3409, -0.3873, 2.8260]],
  "homo_ev": [-17.04, -17.13],
  "orbital_gap_ha": [0.151, 0.157],
  "fmax_ev_per_a": 7.40,
  "mol_weight_g_mol": 407.22,
  "energy_ev": -95864.36363,
  "de_lowest_ev": 3.264,
  "multiplicity": 1,
  "total_charge": 2
}



# 3
{
  "formula": "C7H12ClI2NOPSTi",
  "method": "ωB97M-V/def2-TZVPD",
  "species": ["I", "I", "Ti", "P", "C", "C", "H", "H", "H", "C", "H", "H", "H", "H", "H", "H", "C", "O", "Cl", "S", "C", "C", "N", "C", "H", "H", "H"],
  "positions_angstrom": [[-1.24736, -2.04241, -0.00448], [-1.15851, 2.23278, -0.02043], [0.61010, 0.10129, 0.74175], [0.23308, 0.06239, -1.86852], [-1.43174, 0.05436, -2.61581], [1.03812, 1.47208, -2.67411], [2.03013, -1.50527, -2.17838], [1.18002, -1.10857, -3.70851], [0.44653, -2.25933, -2.53825], [1.05305, -1.35237, -2.64725], [2.02303, 1.63058, -2.22461], [1.14517, 1.22102, -3.73522], [-1.30051, 0.06336, -3.70338], [-2.00831, 0.93261, -2.30539], [0.43288, 2.37882, -2.56051], [-1.99114, -0.84146, -2.32252], [-2.13090, 0.08652, 0.84980], [-3.29714, 0.13458, 0.95894], [2.82678, 0.05161, 0.54952], [-0.74310, 0.43234, 5.17790], [0.65513, -0.59715, 4.95379], [0.98752, -0.71671, 3.63678], [0.15198, 0.01664, 2.78741], [-0.84738, 0.62720, 3.48291], [1.17806, -1.04643, 5.77827], [1.78210, -1.27682, 3.17474], [-1.61760, 1.24834, 3.01554]],
  "forces_ev_per_angstrom": [[0.9023, -0.6022, 1.0348], [1.0046, 0.6344, 0.9085], [-0.4566, 0.0651, -1.2405], [-0.2350, 0.0449, -0.8979], [-0.3004, -0.0485, 0.2007], [0.1244, 0.2940, 0.3961], [-0.0722, -0.0772, -0.2211], [-0.0217, -0.1264, 0.1985], [0.2337, 0.1984, -0.1056], [0.1120, -0.3165, 0.3967], [-0.0602, 0.0782, -0.2112], [-0.0060, 0.1119, 0.1794], [0.0230, 0.0202, 0.1371], [0.1775, -0.2434, -0.3173], [0.2329, -0.2013, -0.1155], [0.1927, 0.3103, -0.3543], [-3.7647, -0.0604, -0.1775], [3.5370, -0.1455, 0.0676], [-1.7095, 0.0319, 0.0678], [0.8669, -0.7442, -1.5024], [-0.2178, 0.3011, -0.6455], [-0.8727, 0.7997, 0.3673], [-1.3944, 0.3557, 0.8543], [1.1118, -0.2653, 0.1934], [-0.0568, -0.0294, 0.2119], [0.2312, -0.1404, 0.3206], [0.4182, -0.2455, 0.2543]],
  "homo_ev": [-16.00, -16.48],
  "orbital_gap_ha": [0.224, 0.231],
  "fmax_ev_per_a": 3.77,
  "mol_weight_g_mol": 526.35,
  "energy_ev": -82938.56042,
  "de_lowest_ev": 1.101,
  "multiplicity": 2,
  "total_charge": 2
}



# 4
{
  "formula": "C7H12ClN3",
  "method": "ωB97M-V/def2-TZVPD",
  "species": ["C", "C", "C", "C", "C", "C", "C", "N", "N", "N", "Cl", "H", "H", "H", "H", "H", "H", "H", "H", "H", "H", "H", "H"],
  "positions_angstrom": [[-2.19220, 0.73417, 2.40120], [-1.97160, -0.45501, 1.74946], [-0.61693, 0.86094, 0.84308], [0.52041, 1.32013, -0.05710], [0.45815, 1.06390, -1.48636], [1.53261, -0.09165, -1.96933], [1.32140, -1.22907, -1.09552], [-1.06465, -0.40617, 0.80569], [-1.18170, 1.50230, 1.83785], [2.16572, -2.11710, -0.76697], [-2.96954, -1.92644, 1.92709], [-2.86893, 1.10976, 3.16258], [0.54982, 2.42353, 0.25749], [1.49732, 1.05955, 0.38776], [-0.52681, 0.53051, -1.78167], [0.68960, 1.90238, -2.19435], [1.01135, -0.36654, -2.98284], [2.53121, 0.12010, -2.03540], [0.33826, -1.41902, -0.50234], [-1.24130, 2.52839, 2.02260], [3.26112, -2.03166, -0.88995], [1.79633, -2.85523, -0.19171], [-3.03966, -2.25777, 0.55871]],
  "forces_ev_per_angstrom": [[0.8324, -0.6510, -0.1476], [-1.6970, 0.5531, 0.9467], [1.7876, -2.6852, -1.8175], [0.1354, 3.4384, 4.0073], [0.2012, -2.3461, -3.6780], [-5.2409, 0.0226, -0.5246], [-2.2105, -0.5325, 1.0755], [0.9312, 0.3414, -0.8929], [-2.4716, 2.7289, 1.6052], [3.5703, -0.0018, 0.2506], [0.0635, -0.4451, -1.9437], [0.2205, -0.2522, -0.2001], [0.0073, -0.9763, -1.1882], [-0.4130, -0.4993, -0.0331], [1.3256, 1.4263, 0.4324], [-0.6497, -0.4672, 1.0350], [1.5387, 0.1364, 1.4765], [2.4791, 1.0372, -0.5536], [1.1668, 0.6554, -1.7579], [0.7708, -1.1163, -0.4206], [-2.9250, -0.4935, -0.1388], [0.5894, -0.4474, 0.3311], [-0.0121, 0.5742, 2.1363]],
  "homo_ev": -16.78,
  "orbital_gap_ha": 0.337,
  "fmax_ev_per_a": 5.28,
  "mol_weight_g_mol": 173.65,
  "energy_ev": -24426.55104,
  "de_lowest_ev": 1.889,
  "multiplicity": 1,
  "total_charge": 2
}